The following is a DFT calculation (the ωB97M-V functional and the def2-TZVPD basis) of ClNO4S in the gas phase at a distorted geometry.

## Properties
- HOMO energy (alpha / beta): -6.891 / -12.028 eV
- Expectation value of S²: 2.008
- Spin multiplicity: 3
- Total charge: 0
- Molecular weight: 145.523 g mol⁻¹
- Frontier orbital gap (alpha / beta): 6.670 / 7.309 eV
- Max |F|: 0.1023 Eh/bohr
- Lowest unoccupied orbital energy (alpha / beta): -0.22 / -4.72 eV

Geometry as XYZ:
```
7
Properties=species:S:1:pos:R:3:nbo_charge:R:1
N -1.035 -0.052 -0.365 0.7345
O 0.150 -0.872 -0.501 -0.5561
O -0.919 0.977 -0.842 -0.2788
O -1.892 -0.709 0.155 -0.3186
O 1.245 1.320 -0.019 -0.6852
S 1.630 0.062 -0.572 1.3350
Cl 2.718 -0.898 0.874 -0.2307
```

=====

The following is a DFT calculation (the ωB97M-V functional and the def2-TZVPD basis) of 4 unconnected molecules or ions with the total composition C5H14O3 at a distorted geometry.

## Properties
- HOMO energy: -8.131 eV
- Spin multiplicity: 1
- Total charge: 0
- Molecular weight: 122.164 g mol⁻¹
- Frontier orbital gap: 8.668 eV
- Max |F|: 0.1350 Eh/bohr
- Lowest unoccupied orbital energy: 0.54 eV
- Structure (SMILES): C=C/C=C/C.O.O.O

Geometry as XYZ:
```
22
Properties=species:S:1:pos:R:3:nbo_charge:R:1
C 1.648 2.305 -0.747 -0.3728
C 0.787 1.556 -0.126 -0.2197
C 0.278 0.398 -0.862 -0.2118
C -0.756 -0.315 -0.447 -0.1910
C -1.236 -1.602 -0.953 -0.7197
H 1.956 3.299 -0.452 0.1929
H 2.213 1.937 -1.616 0.1822
H 0.162 1.920 0.726 0.2276
H 0.948 -0.036 -1.804 0.2021
H -1.264 -0.075 0.606 0.1773
H -1.126 -1.377 -2.086 0.2726
H -2.320 -1.648 -0.915 0.2044
H -0.648 -2.453 -0.616 0.2143
H -0.187 -0.036 2.828 0.4818
H 0.985 0.225 3.703 0.4629
O 0.390 0.716 3.070 -0.9443
H 0.817 -2.512 1.935 0.4698
H 0.890 -2.463 3.294 0.4572
O 0.552 -1.969 2.637 -0.9236
H -1.614 -0.260 -4.010 0.4586
H -2.126 0.234 -2.768 0.4742
O -1.317 -0.099 -3.209 -0.8951
```

=====

The following is a DFT calculation (the ωB97M-V functional and the def2-TZVPD basis) of 10 unconnected molecules or ions with the total composition C31H73N9O11 at a distorted geometry.

## Properties
- HOMO energy: -9.291 eV
- Spin multiplicity: 1
- Total charge: 0
- Molecular weight: 747.977 g mol⁻¹
- Frontier orbital gap: 9.687 eV
- Max |F|: 0.0969 Eh/bohr
- Lowest unoccupied orbital energy: 0.40 eV
- Structure (SMILES): CNC(C)=O.CNC(C)=O.CNC(C)=O.CNC(C)=O.CNC(C)=O.CNC(C)=O.CNC(C)=O.CNC(C)=O.CNC(C)=O.COCCOC

Geometry as XYZ:
```
124
Properties=species:S:1:pos:R:3:mulliken_charge:R:1
C 1.431 4.553 -2.707 -0.7842
O 0.963 3.560 -1.781 -0.2786
C 0.730 4.073 -0.467 -0.5046
C 0.611 2.981 0.530 -0.4587
O -0.713 2.501 0.496 -0.3424
C -0.735 1.300 1.349 -0.6520
H 1.525 4.070 -3.680 0.2627
H 2.419 4.947 -2.468 0.3146
H 0.839 5.462 -2.809 0.3048
H -0.273 4.496 -0.519 0.2857
H 1.532 4.751 -0.175 0.3678
H 1.048 3.301 1.476 0.3719
H 1.197 2.125 0.196 0.3040
H -1.767 1.018 1.557 0.2453
H -0.259 1.623 2.274 0.2911
H -0.229 0.549 0.741 0.2728
C -5.411 -6.519 6.016 -1.0647
C -4.600 -7.803 6.225 0.6218
O -3.391 -7.690 6.197 -0.5976
N -5.208 -9.007 6.356 -0.2134
C -4.497 -10.325 6.425 -0.8431
H -6.118 -6.427 5.191 0.3230
H -4.720 -5.723 5.736 0.3174
H -5.790 -6.147 6.968 0.2962
H -6.063 -8.874 6.877 0.2479
H -3.423 -10.361 6.241 0.3024
H -4.870 -11.015 5.669 0.3026
H -4.704 -10.892 7.333 0.3075
C -4.173 -0.923 14.066 -1.1369
C -3.790 -1.401 12.691 0.7447
O -4.545 -2.055 11.983 -0.6441
N -2.545 -1.106 12.396 -0.2034
C -1.897 -1.557 11.091 -0.8186
H -4.354 0.147 13.960 0.3046
H -3.337 -0.911 14.765 0.3201
H -5.106 -1.306 14.481 0.3066
H -1.996 -0.498 12.988 0.2430
H -1.219 -0.731 10.874 0.3496
H -2.567 -1.512 10.232 0.2886
H -1.446 -2.546 11.167 0.2458
C 4.049 -5.284 -4.575 -1.0679
C 2.915 -4.357 -5.187 0.6863
O 2.687 -4.265 -6.419 -0.6334
N 2.318 -3.496 -4.286 -0.1634
C 1.369 -2.449 -4.558 -0.8417
H 4.837 -5.701 -5.201 0.3055
H 3.639 -6.053 -3.920 0.2987
H 4.561 -4.631 -3.868 0.3159
H 2.605 -3.652 -3.330 0.2208
H 0.869 -2.139 -3.640 0.3518
H 0.576 -2.890 -5.161 0.2836
H 1.827 -1.627 -5.108 0.2445
C -0.619 7.685 7.393 -0.9290
C 0.676 7.039 7.013 0.7164
O 0.858 5.824 7.091 -0.6736
N 1.572 7.790 6.497 -0.1982
C 2.790 7.338 5.811 -0.8934
H -0.951 7.546 8.422 0.2776
H -1.405 7.383 6.702 0.2379
H -0.555 8.758 7.215 0.2872
H 1.470 8.785 6.636 0.2188
H 3.154 8.019 5.041 0.3129
H 2.810 6.275 5.573 0.3256
H 3.604 7.464 6.526 0.3180
C -10.040 -1.762 0.624 -1.1328
C -11.023 -2.712 0.078 0.8304
O -12.192 -2.800 0.429 -0.6661
N -10.576 -3.515 -0.849 -0.2090
C -11.389 -4.475 -1.596 -0.8356
H -9.437 -1.474 -0.237 0.3304
H -9.346 -2.338 1.236 0.2927
H -10.532 -0.930 1.129 0.2940
H -9.571 -3.484 -0.936 0.1985
H -11.590 -4.175 -2.625 0.2931
H -12.416 -4.584 -1.248 0.3101
H -10.891 -5.441 -1.674 0.2942
C 11.301 -1.144 -3.132 -0.9487
C 9.982 -0.391 -3.338 0.6133
O 9.605 -0.152 -4.467 -0.6019
N 9.422 0.145 -2.190 -0.1970
C 8.160 0.843 -2.142 -0.8585
H 12.068 -0.370 -3.111 0.2538
H 11.358 -1.914 -3.901 0.2819
H 11.080 -1.641 -2.187 0.3199
H 10.030 0.222 -1.387 0.2609
H 8.303 1.562 -1.336 0.3201
H 7.344 0.190 -1.835 0.2573
H 7.872 1.409 -3.028 0.2991
C 3.514 -4.526 3.607 -0.9429
C 2.812 -5.314 2.533 0.6457
O 2.904 -4.997 1.341 -0.6492
N 1.843 -6.171 2.926 -0.1722
C 0.944 -6.783 2.009 -0.8437
H 3.714 -3.560 3.142 0.2624
H 4.452 -5.078 3.660 0.2492
H 2.906 -4.421 4.505 0.3464
H 1.723 -6.336 3.915 0.2299
H 0.315 -7.502 2.534 0.3399
H 1.490 -7.360 1.262 0.2714
H 0.266 -6.047 1.578 0.2626
C 4.682 4.984 -12.726 -0.8808
C 5.028 5.024 -11.225 0.5157
O 4.646 5.915 -10.521 -0.6291
N 5.641 3.967 -10.683 -0.1571
C 6.059 2.742 -11.349 -0.8517
H 3.668 5.352 -12.571 0.2649
H 4.662 4.033 -13.259 0.3762
H 5.245 5.687 -13.339 0.2354
H 5.745 3.991 -9.678 0.2194
H 5.472 1.846 -11.151 0.2896
H 7.002 2.441 -10.893 0.3224
H 6.266 2.770 -12.419 0.2951
C -2.878 8.426 -7.872 -1.0419
C -3.478 7.103 -8.201 0.7191
O -4.656 6.988 -8.267 -0.6171
N -2.718 6.071 -8.440 -0.2010
C -3.170 4.751 -8.833 -0.8365
H -2.232 8.770 -8.680 0.3115
H -2.350 8.258 -6.933 0.3004
H -3.678 9.161 -7.774 0.2646
H -1.718 6.147 -8.327 0.2133
H -4.100 4.721 -9.402 0.2881
H -3.328 4.157 -7.933 0.2863
H -2.420 4.226 -9.425 0.3131
```

=====

The following is a DFT calculation (the ωB97M-V functional and the def2-TZVPD basis) of a molecular structure, C4H8NO2 at a distorted geometry.

## Properties
- HOMO energy: -2.997 eV
- Spin multiplicity: 1
- Total charge: -1
- Molecular weight: 102.113 g mol⁻¹
- Frontier orbital gap: 6.945 eV
- Max |F|: 0.0610 Eh/bohr
- Lowest unoccupied orbital energy: 3.95 eV

Geometry as XYZ:
```
15
Properties=species:S:1:pos:R:3:nbo_charge:R:1
O 1.348 2.421 0.786 -0.6798
C 0.294 1.767 0.728 0.2979
C 0.134 0.429 0.113 0.0133
C 1.434 -0.262 -0.187 -0.6466
N -0.994 -0.309 0.546 -0.6661
C -1.235 -1.477 -0.415 0.1384
O -1.237 -1.144 -1.688 -0.9317
H -0.672 2.150 1.100 0.1064
H 0.116 1.420 -0.580 0.2156
H 1.745 -0.836 0.685 0.2062
H 1.353 -0.896 -1.069 0.2415
H 2.159 0.525 -0.391 0.2261
H -1.804 0.304 0.523 0.3444
H -2.205 -1.892 -0.046 0.0707
H -0.437 -2.200 -0.107 0.0636
```

=====

The following is a DFT calculation (the ωB97M-V functional and the def2-TZVPD basis) of 2 unconnected molecules or ions with the total composition C3H8N2 at a distorted geometry.

## Properties
- HOMO energy: -9.276 eV
- Spin multiplicity: 1
- Total charge: 0
- Molecular weight: 72.111 g mol⁻¹
- Frontier orbital gap: 10.330 eV
- Max |F|: 0.0377 Eh/bohr
- Lowest unoccupied orbital energy: 1.05 eV
- Structure (SMILES): [H]/N=C\N.C=C

Geometry as XYZ:
```
13
Properties=species:S:1:pos:R:3:nbo_charge:R:1
C -2.294 -0.288 -0.079 -0.3992
C -2.012 -1.579 0.090 -0.3700
H -1.958 0.472 0.610 0.1857
H -3.170 -0.038 -0.676 0.1865
H -1.062 -1.817 0.546 0.2010
H -2.576 -2.345 -0.426 0.1953
N 1.661 1.693 0.302 -0.8542
C 1.069 0.432 0.243 0.2886
N 1.484 -0.523 -0.473 -0.6868
H 2.550 1.813 -0.163 0.3742
H 1.065 2.496 0.186 0.3857
H 0.274 0.271 0.964 0.1651
H 2.429 -0.376 -0.821 0.3281
```

=====

The following is a DFT calculation (the ωB97M-V functional and the def2-TZVPD basis) of 3 unconnected molecules or ions with the total composition C4H6N2O at a distorted geometry.

## Properties
- HOMO energy: -9.058 eV
- Spin multiplicity: 1
- Total charge: 0
- Molecular weight: 98.105 g mol⁻¹
- Frontier orbital gap: 8.981 eV
- Max |F|: 0.0816 Eh/bohr
- Lowest unoccupied orbital energy: -0.08 eV

Geometry as XYZ:
```
13
Properties=species:S:1:pos:R:3:nbo_charge:R:1
C -0.552 -1.788 -0.951 0.1330
O 0.479 -0.943 -0.825 -0.4773
C 0.051 0.181 -0.183 0.3608
C -0.721 0.232 0.935 -0.1216
N -1.150 1.516 1.129 -0.4375
C -0.636 2.207 0.146 0.1708
N 0.132 1.444 -0.689 -0.5407
H 1.350 -2.233 0.758 -0.0231
H 2.259 -2.183 0.591 0.0190
H -0.032 -2.765 -0.862 0.0666
H -1.066 -0.600 1.538 0.2213
H -0.806 3.258 -0.028 0.1996
H 0.632 1.733 -1.514 0.4288
```

=====

The following is a DFT calculation (the ωB97M-V functional and the def2-TZVPD basis) of a molecular structure, C4H15NO5Zn at a distorted geometry.

## Properties
- HOMO energy: 0.707 eV
- Spin multiplicity: 1
- Total charge: -2
- Molecular weight: 222.556 g mol⁻¹
- Frontier orbital gap: 4.442 eV
- Max |F|: 0.0447 Eh/bohr
- Lowest unoccupied orbital energy: 5.15 eV

Geometry as XYZ:
```
26
Properties=species:S:1:pos:R:3:nbo_charge:R:1
Zn -18.945 -6.974 24.944 1.7691
O -18.188 -5.112 25.036 -1.3060
H -17.327 -4.948 25.427 0.3802
O -20.008 -8.091 26.144 -1.3743
H -20.742 -8.128 26.738 0.4277
O -20.576 -6.096 23.887 -1.3347
H -21.336 -6.642 24.108 0.3985
O -18.068 -7.732 23.281 -1.3299
H -17.164 -7.945 23.050 0.3944
C -16.540 -6.929 28.094 -0.6105
C -16.139 -7.161 26.643 -0.0979
C -14.726 -7.783 26.561 -0.0691
O -14.422 -8.239 25.265 -0.5480
C -14.009 -7.241 24.365 -0.2550
N -17.168 -7.927 25.944 -0.8418
H -16.639 -7.901 28.602 0.1790
H -17.481 -6.391 28.163 0.2536
H -15.771 -6.450 28.714 0.1750
H -16.143 -6.187 26.148 0.2048
H -14.678 -8.668 27.202 0.1641
H -14.023 -7.008 26.903 0.1437
H -13.607 -7.759 23.493 0.1751
H -13.231 -6.610 24.814 0.1417
H -14.823 -6.601 24.007 0.2074
H -16.728 -8.210 25.068 0.3956
H -17.344 -8.812 26.425 0.3573
```

=====

Q: Which of these has the lowest total charge?
A: C4H15NO5Zn

=====

Q: Which of these has the lowest max |F|?
A: C3H8N2

=====

Q: spin multiplicity of number 3 (C31H73N9O11)?
A: 1